# 1
This record from OMol25 describes a molecular structure, C4H6CaO7 at a distorted geometry. The level of theory is the ωB97M-V functional and the def2-TZVPD basis.

- Energy relative to the best compared isomer or geometry (same formula, charge and spin): 0.0000 eV
- DFT total energy: -1359.7885 a.u.
- E_LUMO: -8.1 eV
- Spin multiplicity: 1
- Orbital gap: 10.37 eV
- Net charge: +2
- HOMO energy: -18.47 eV

Cartesian coordinates (Å):
H 0.027 -1.702 0.443
C 0.752 0.373 0.381
O -2.660 1.539 -1.541
O 0.688 1.364 -0.549
H 0.050 -0.966 -1.207
Ca -3.927 -0.207 1.532
O -4.222 0.403 -0.459
C -3.028 0.800 -0.531
O 3.876 -1.342 0.420
H 3.901 -1.989 1.146
O 2.297 0.226 0.768
O 1.877 -1.529 -0.455
H 0.628 2.235 -0.134
O -2.215 0.459 0.402
C 2.720 -0.843 0.229
H -1.683 1.573 -1.588
H 0.375 0.622 1.376
C 0.542 -1.015 -0.233

=====

# 2
This record from OMol25 describes a molecular structure, C5H9N. The level of theory is the ωB97M-V functional and the def2-TZVPD basis.

- Energy relative to the best compared isomer or geometry (same formula, charge and spin): 4.6260 eV
- DFT total energy: -250.4969 a.u.
- E_LUMO: 1.1 eV
- Spin multiplicity: 1
- Orbital gap: 8.80 eV
- HOMO energy: -7.74 eV

Cartesian coordinates (Å):
H -1.713 0.138 2.059
C 0.462 -0.330 -0.389
H -1.208 -1.485 1.512
H 1.027 1.613 -1.185
C 0.348 0.006 1.098
H 2.400 0.513 -1.010
N -2.363 0.136 -0.937
C 1.329 0.561 -1.266
H -1.069 -0.049 -1.234
H 1.057 -0.503 1.760
H 0.462 1.089 1.237
C -1.114 -0.409 1.323
H 1.247 0.275 -2.322
C -1.536 -0.159 -0.093
H 0.672 -1.397 -0.553

=====

# 3
This record from OMol25 describes 9 unconnected molecules or ions with the total composition H18O9 at a distorted geometry. The level of theory is the ωB97M-V functional and the def2-TZVPD basis.

- Energy relative to the best compared isomer or geometry (same formula, charge and spin): 4.6077 eV
- DFT total energy: -687.8565 a.u.
- E_LUMO: 0.0 eV
- Spin multiplicity: 1
- Orbital gap: 10.67 eV
- SMILES string: O.O.O.O.O.O.O.O.O
- HOMO energy: -10.64 eV

Cartesian coordinates (Å):
H -0.735 -2.039 1.797
H -0.896 2.438 0.413
H -1.904 -4.212 -3.276
H -1.060 1.958 1.853
O -1.548 -3.380 -2.907
H 0.700 1.643 -0.396
O -1.488 2.474 1.093
H 0.789 -1.130 2.225
O -0.814 2.565 -4.202
O 0.915 1.730 0.605
H -0.153 2.615 -4.841
H 1.479 -1.740 3.410
H -2.358 -1.222 0.179
O 1.719 -1.268 2.610
H 0.826 -0.634 -1.499
H 1.250 2.633 0.794
H 1.836 0.397 -1.948
O -2.648 -0.788 0.927
H -2.143 -3.345 -2.224
H -1.900 -0.359 1.389
O -1.352 -2.734 1.824
H 4.384 1.541 2.548
O 0.850 0.232 -1.944
H -0.897 -3.356 2.398
H -1.595 2.984 -4.611
O 3.461 1.361 2.374
H 3.284 1.635 1.409